# 1
This record from the Open Molecules 2025 dataset describes C28H45AlCl2F2LiN4NaO8SSi2 as an isolated structure. The level of theory is the ωB97M-V functional and the def2-TZVPD basis.

Geometry (Å):
N (1.3439, 1.6827, 1.4557)
C (0.6820, 1.1398, 0.6656)
O (0.0104, 0.4286, -0.2658)
C (-1.4012, 0.4642, -0.1316)
C (-2.2197, 1.6137, -0.5617)
C (-3.7004, 1.5982, -0.4219)
C (-4.4999, 2.8515, -0.8906)
C (-4.6130, 3.7299, 0.5223)
C (-3.2587, 4.5651, 0.8743)
O (-3.7664, 3.2567, 1.6110)
C (-4.4233, 0.4230, 0.1411)
C (-5.9557, 0.3211, 0.2743)
S (-6.6852, 1.3134, 1.6594)
O (-5.7686, 1.6292, 2.7305)
O (-7.4116, 2.4572, 1.0948)
C (-3.6035, -0.6867, 0.5822)
C (-2.1354, -0.6644, 0.4570)
C (-1.5830, -2.0156, 1.0487)
O (-0.5166, -2.5052, 0.8864)
N (-2.7045, -2.4574, 1.8659)
C (-3.9612, -2.0618, 1.2316)
O (-5.0024, -2.6355, 1.2167)
H (-1.7183, 2.5023, -1.0098)
H (-5.5561, 2.6267, -1.1774)
H (-3.9436, 3.5016, -1.6081)
H (-5.6172, 4.2307, 0.7671)
H (-2.2740, 4.0598, 0.6771)
H (-3.1782, 5.0517, 1.8844)
H (-6.3995, 0.7110, -0.7016)
H (-6.3011, -0.7520, 0.3608)
H (-7.6881, 0.4892, 2.2423)
H (-2.6257, -1.8928, 2.7239)
C (-5.5170, 3.9288, -4.6749)
C (-4.3377, 4.3368, -3.8781)
N (-3.4240, 4.6526, -3.2633)
H (-6.0219, 3.0935, -4.1886)
H (-6.2126, 4.7656, -4.7622)
H (-5.2015, 3.6214, -5.6717)
F (-6.2128, -0.5952, -1.7354)
C (0.4813, 5.9020, 4.5786)
C (-0.0798, 4.6260, 4.0092)
O (-1.1974, 4.5778, 3.5508)
C (0.8021, 3.4103, 4.0320)
H (-0.2638, 6.6934, 4.4958)
H (0.7281, 5.7623, 5.6325)
H (1.3710, 6.1990, 4.0202)
H (1.0606, 3.1621, 5.0633)
H (1.7061, 3.5953, 3.4501)
H (0.2707, 2.5675, 3.5930)
Li (-8.4269, 0.2492, 0.5478)
F (-6.0045, -1.2907, -3.9270)
Na (-5.9427, -3.1042, -3.3368)
C (-8.0972, 6.9511, -6.6243)
Cl (-7.9348, 6.5105, -4.9168)
Cl (-6.6010, 7.6476, -7.2509)
H (-8.3377, 6.0592, -7.1962)
H (-8.8957, 7.6808, -6.7240)
C (4.4281, 1.1675, 0.0333)
Si (4.5945, -0.6984, -0.1244)
C (3.6663, -1.1737, -1.6839)
C (3.7145, -1.4279, 1.3605)
N (6.2890, -1.1202, -0.1826)
Si (6.7944, -2.7900, -0.3200)
C (6.1906, -3.5997, -1.9052)
C (6.2549, -3.8340, 1.1426)
C (8.6720, -2.8665, -0.3623)
H (3.3732, 1.4431, 0.0692)
H (4.9074, 1.5238, 0.9528)
H (4.8863, 1.6780, -0.8241)
H (2.6782, -0.7038, -1.6827)
H (3.5165, -2.2505, -1.7537)
H (4.1949, -0.8329, -2.5755)
H (4.2740, -1.2347, 2.2797)
H (3.5715, -2.5035, 1.2590)
H (2.7246, -0.9764, 1.4677)
H (5.1169, -3.7885, -1.8861)
H (6.6895, -4.5624, -2.0362)
H (6.4197, -2.9785, -2.7738)
H (6.5195, -3.3494, 2.0853)
H (6.7525, -4.8063, 1.1140)
H (5.1800, -4.0213, 1.1355)
H (9.1029, -2.4490, 0.5509)
H (9.0689, -2.3203, -1.2208)
H (8.9957, -3.9073, -0.4445)
Al (6.7679, 0.9671, 0.8760)
C (5.4656, -8.0921, -0.2198)
C (5.5180, -8.9628, 1.0119)
O (5.9836, -10.0761, 0.9732)
C (4.9660, -8.3865, 2.2918)
H (5.8955, -8.6330, -1.0629)
H (4.4290, -7.8430, -0.4553)
H (6.0460, -7.1813, -0.0557)
H (3.9074, -8.1497, 2.1672)
H (5.5229, -7.4880, 2.5662)
H (5.0688, -9.1195, 3.0915)

Its spin multiplicity is 1. Its charge is +2. The value obtained for the HOMO energy is -12.2 eV. The calculation puts the electronic energy at -120368.2809 eV.

Atomic partial charges in e from the Mulliken method, atoms 1 to 6: number 1, N, carries -0.5273; number 2, C, carries 0.6468; number 3, O, carries -0.3707; number 4, C, carries -0.5003; number 5, C, carries -0.1117; number 6, C, carries 0.7921

# 2
This record from the Open Molecules 2025 dataset describes a 14-piece molecular cluster, C4H36NO15 overall. The level of theory is the ωB97M-V functional and the def2-TZVPD basis.

Geometry (Å):
C (-0.3546, -0.6706, -2.4805)
C (-0.9379, -1.9349, -3.1178)
C (-1.1386, -3.0567, -2.1123)
O (0.0148, -2.5702, -4.0357)
N (-1.0094, 0.5785, -2.8179)
C (-0.4392, 1.7055, -2.0844)
O (-0.4243, 1.6047, -0.7111)
H (0.6898, -0.5793, -2.7591)
H (-0.5117, -0.8489, -1.4176)
H (-1.7786, -1.8061, -3.8043)
H (-0.1268, -3.4376, -1.9196)
H (-1.5349, -2.7555, -1.1463)
H (-1.5928, -3.9328, -2.5718)
H (0.3473, -2.0015, -4.7336)
H (-2.0146, 0.5166, -2.6936)
H (-0.9124, 2.6029, -2.5013)
H (0.6175, 1.7885, -2.4088)
H (3.5694, -1.9483, -3.3039)
H (2.2453, -1.3850, -3.3351)
O (2.7489, -2.0488, -3.8102)
H (2.5422, -2.3346, -0.7010)
H (1.6354, -1.4357, 0.0945)
O (2.5695, -1.7504, 0.0680)
H (0.6889, 3.0275, 2.5888)
H (-0.9841, 3.2598, 2.0396)
O (-0.0278, 3.3685, 2.0745)
H (1.9347, 3.2692, -0.4761)
H (2.7282, 3.5714, -1.6694)
O (2.6633, 3.8392, -0.7515)
H (0.9552, 0.0363, 1.2149)
H (-0.1583, 0.0729, 0.2235)
O (0.2544, -0.5516, 0.8568)
H (0.7298, 1.5923, 0.0135)
H (1.3278, 2.1900, 1.2657)
O (1.6599, 1.5881, 0.5820)
H (-1.6829, -0.0525, 1.8864)
H (-2.8449, 0.6200, 2.6771)
O (-2.5515, -0.2076, 2.2769)
H (-1.0313, -2.5651, 3.6169)
H (-2.3644, -2.0162, 3.1892)
O (-1.9701, -2.7868, 3.6285)
H (3.8744, -0.4889, 2.8495)
H (2.9505, 0.6569, 2.4268)
O (3.2760, 0.1693, 3.2006)
H (-4.1079, 0.1469, 0.3404)
H (-3.4206, 1.4028, -0.1262)
O (-4.1045, 0.7518, -0.4018)
H (0.0427, 0.4572, 2.7849)
H (1.2580, 0.9849, 3.5454)
O (0.2982, 0.8748, 3.6201)
H (1.1014, -2.4569, 2.6195)
H (0.9205, -1.3001, 3.7494)
O (1.0209, -2.2359, 3.5479)
H (-1.5364, 2.3591, 0.0702)
H (-2.7564, 3.4560, 0.2393)
O (-2.3481, 2.6670, 0.5999)

Its spin multiplicity is 1. Its charge is -1. The value obtained for the HOMO energy is -6.4 eV. The calculation puts the electronic energy at -36936.8494 eV.

Atomic partial charges in e from the Mulliken method, atoms 1 to 6: number 1, C, carries 0.8857; number 2, C, carries 0.4865; number 3, C, carries -1.2995; number 4, O, carries -0.5971; number 5, N, carries -0.3716; number 6, C, carries -0.9418

no.,HOMO-LUMO gap (eV)
1,1.15
2,8.96